Entry P
This record from OMol25 describes 3 unconnected molecules or ions with the total composition C3H12NOS2. The level of theory is wB97M-V/def2-TZVPD.

ORCA input file:
```
! wB97M-V def2-TZVPD RIJCOSX def2/J DEFGRID3
* xyz 1 1
N -0.166 1.520 0.719
C -1.125 0.488 0.371
C -2.273 0.459 1.342
C -0.353 -0.890 0.401
S 1.162 -0.782 -0.460
S 5.496 0.012 0.100
H -0.450 2.481 0.584
H 4.486 -0.173 -0.790
H 0.792 1.302 0.443
H -1.473 0.634 -0.661
H -1.974 -0.006 2.286
H -2.728 1.418 1.592
H -3.064 -0.184 0.951
H -0.127 -1.080 1.452
H -1.123 -1.571 0.035
H 6.503 -0.363 -0.738
H -0.557 -1.032 -2.081
H -1.617 -1.414 -3.134
O -1.409 -0.816 -2.411
*
```

Results
Gap between HOMO and LUMO = 3.16 eV

Entry Q
This record from OMol25 describes 3 unconnected molecules or ions with the total composition C3H12NOS2. The level of theory is wB97M-V/def2-TZVPD.

ORCA input file:
```
! wB97M-V def2-TZVPD RIJCOSX def2/J DEFGRID3
* xyz 1 1
N -1.348 -0.489 0.942
C -1.468 -0.101 -0.461
C -2.254 -1.093 -1.289
C 0.017 -0.154 -0.983
S 1.075 0.883 -0.042
S 6.227 -0.396 -0.056
H -1.913 0.130 1.530
H 6.289 0.249 1.127
H -0.364 -0.340 1.245
H -1.861 0.905 -0.609
H -3.302 -1.157 -0.986
H -2.221 -0.866 -2.357
H -1.958 -2.139 -1.160
H 0.362 -1.197 -0.753
H 0.123 -0.022 -2.068
H 5.054 -1.013 0.232
H -0.294 2.015 1.356
H -1.015 2.541 2.614
O -1.149 2.245 1.718
*
```

Results
Gap between HOMO and LUMO = 2.63 eV

entry P wins, 0.442 eV ahead of the next structure.